{"formula": "C41H59BBaBrN10O3S", "method": "ωB97M-V/def2-TZVPD", "elements": ["Ba", "C", "C", "C", "C", "N", "N", "B", "N", "N", "C", "C", "C", "C", "C", "C", "C", "C", "N", "N", "C", "C", "C", "C", "C", "C", "C", "C", "C", "C", "C", "C", "H", "H", "H", "H", "H", "H", "H", "H", "H", "H", "H", "H", "H", "H", "H", "H", "H", "H", "H", "H", "H", "H", "H", "H", "H", "H", "H", "H", "H", "H", "H", "H", "H", "H", "H", "H", "H", "H", "H", "H", "Br", "C", "C", "C", "C", "C", "N", "C", "O", "O", "H", "H", "H", "S", "C", "C", "C", "C", "C", "N", "H", "H", "H", "H", "C", "N", "C", "C", "C", "N", "C", "C", "O", "H", "H", "H", "H", "H", "H", "H", "H", "H", "H", "H", "H"], "positions_angstrom": [[0.157, 0.248, 0.256], [-3.321, -1.126, -4.700], [-2.726, -1.508, -3.383], [-2.964, -2.647, -2.643], [-2.176, -2.505, -1.489], [-1.510, -1.355, -1.529], [-1.853, -0.747, -2.695], [-1.251, 0.589, -3.179], [0.292, 0.508, -3.322], [1.168, 0.221, -2.317], [2.384, 0.241, -2.838], [2.311, 0.523, -4.214], [0.971, 0.682, -4.481], [0.350, 0.975, -5.808], [3.653, 0.005, -2.053], [4.571, 1.219, -2.260], [4.337, -1.256, -2.599], [3.427, -0.167, -0.553], [-1.816, 1.791, -2.363], [-1.866, 1.866, -1.005], [-2.547, 2.961, -0.701], [-2.948, 3.621, -1.873], [-2.468, 2.845, -2.906], [-2.595, 3.114, -4.369], [-2.824, 3.364, 0.728], [-3.676, 4.635, 0.744], [-3.603, 2.240, 1.418], [-1.508, 3.652, 1.469], [-2.055, -3.465, -0.328], [-0.629, -4.022, -0.263], [-2.401, -2.749, 0.981], [-3.031, -4.628, -0.520], [-4.019, -1.902, -5.013], [-2.561, -1.014, -5.474], [-3.864, -0.181, -4.635], [-3.621, -3.457, -2.909], [-1.651, 0.760, -4.290], [3.118, 0.600, -4.923], [1.140, 1.044, -6.555], [-0.201, 1.916, -5.809], [-0.343, 0.190, -6.112], [4.808, 1.363, -3.316], [5.507, 1.077, -1.714], [4.091, 2.128, -1.890], [4.535, -1.166, -3.669], [3.705, -2.132, -2.441], [5.286, -1.422, -2.084], [3.067, 0.745, -0.068], [4.390, -0.387, -0.084], [2.787, -1.011, -0.285], [-3.507, 4.536, -1.971], [-3.163, 4.034, -4.507], [-3.105, 2.309, -4.897], [-1.619, 3.248, -4.838], [-4.626, 4.485, 0.225], [-3.151, 5.466, 0.269], [-3.893, 4.917, 1.776], [-4.520, 2.013, 0.868], [-3.873, 2.533, 2.434], [-3.010, 1.325, 1.473], [-0.862, 4.306, 0.880], [-0.938, 2.751, 1.697], [-1.709, 4.142, 2.426], [0.104, -3.227, -0.137], [-0.392, -4.573, -1.176], [-0.527, -4.702, 0.588], [-1.665, -1.988, 1.238], [-2.402, -3.458, 1.811], [-3.389, -2.285, 0.921], [-2.819, -5.175, -1.441], [-4.065, -4.278, -0.556], [-2.937, -5.324, 0.316], [-2.878, -2.064, 4.872], [-1.102, -2.777, 4.745], [-0.606, -3.500, 5.819], [0.679, -4.001, 5.682], [1.386, -3.752, 4.516], [0.784, -2.998, 3.516], [-0.459, -2.527, 3.638], [1.580, -2.645, 2.249], [2.659, -3.221, 2.101], [1.050, -1.768, 1.511], [-1.197, -3.657, 6.708], [1.123, -4.576, 6.486], [2.390, -4.112, 4.351], [2.107, 2.653, 1.712], [2.065, 3.388, 0.151], [2.910, 4.467, -0.197], [2.835, 5.022, -1.452], [1.920, 4.509, -2.374], [1.134, 3.451, -1.967], [1.193, 2.898, -0.752], [3.608, 4.831, 0.544], [3.484, 5.848, -1.722], [1.828, 4.911, -3.374], [0.415, 3.007, -2.647], [-2.004, 2.055, 4.592], [-0.574, 2.256, 4.616], [-0.066, 3.087, 5.683], [1.349, 3.504, 5.350], [2.200, 2.263, 5.191], [1.528, 1.262, 4.384], [2.400, 0.240, 3.839], [0.224, 1.323, 3.992], [-0.239, 0.564, 3.135], [-2.510, 3.014, 4.453], [-2.358, 1.607, 5.529], [-2.257, 1.390, 3.776], [-0.104, 2.563, 6.651], [-0.718, 3.961, 5.763], [1.762, 4.144, 6.132], [1.344, 4.055, 4.406], [2.457, 1.837, 6.170], [3.134, 2.520, 4.683], [3.178, 0.699, 3.223], [1.820, -0.429, 3.218], [2.864, -0.321, 4.656]], "atomic_forces_ev_per_a": [[0.11, 0.47, 0.66], [0.01, 0.00, 0.01], [-0.07, 0.01, 0.01], [0.02, 0.01, -0.03], [-0.03, 0.02, 0.04], [-0.04, 0.04, -0.02], [0.11, -0.02, 0.00], [-0.12, -0.14, -0.08], [0.01, 0.00, 0.00], [-0.09, 0.04, -0.12], [-0.03, -0.02, 0.03], [-0.04, 0.02, -0.04], [0.08, 0.02, 0.01], [-0.01, -0.01, 0.00], [0.00, 0.02, 0.00], [-0.01, 0.00, 0.01], [-0.02, 0.00, 0.00], [0.10, -0.09, 0.17], [0.05, 0.03, -0.06], [-0.04, -0.22, -0.09], [0.05, 0.06, 0.00], [0.02, -0.01, -0.07], [0.03, 0.07, 0.05], [0.00, 0.00, 0.00], [0.04, 0.01, 0.02], [-0.01, -0.01, -0.02], [0.03, 0.00, 0.03], [-0.07, -0.04, 0.01], [0.00, 0.00, 0.00], [0.00, -0.01, 0.00], [0.00, -0.01, -0.01], [0.00, 0.00, 0.01], [0.00, 0.00, 0.00], [0.00, 0.00, 0.00], [0.00, 0.00, 0.00], [0.00, 0.00, 0.01], [0.00, -0.01, 0.01], [0.00, 0.00, 0.01], [0.00, 0.00, 0.00], [0.00, 0.00, 0.00], [0.00, 0.00, 0.00], [0.00, 0.00, 0.00], [0.00, 0.00, 0.00], [0.00, 0.00, 0.00], [0.00, 0.00, 0.00], [0.01, 0.00, 0.00], [0.00, 0.00, 0.00], [-0.06, 0.03, -0.11], [-0.01, 0.03, 0.02], [-0.07, -0.02, -0.16], [0.00, 0.00, 0.01], [0.00, 0.00, -0.01], [0.00, 0.00, 0.00], [0.00, 0.00, 0.00], [0.00, 0.00, 0.00], [0.00, 0.00, 0.01], [0.00, 0.00, 0.00], [0.00, 0.01, -0.01], [-0.01, -0.01, 0.01], [-0.01, -0.01, -0.01], [0.00, -0.01, 0.00], [0.01, -0.02, -0.07], [-0.02, -0.02, 0.00], [0.00, 0.00, -0.01], [0.00, 0.00, 0.00], [0.00, 0.00, 0.00], [0.01, 0.00, 0.01], [-0.01, 0.00, 0.00], [0.00, 0.01, 0.00], [0.00, 0.00, 0.00], [0.00, 0.00, 0.00], [0.00, 0.00, 0.00], [-0.01, 0.01, 0.00], [0.02, -0.01, -0.01], [0.01, 0.00, 0.01], [-0.01, 0.00, 0.00], [0.00, -0.01, 0.02], [0.05, 0.01, 0.02], [0.00, 0.02, 0.01], [-0.05, -0.06, -0.03], [-0.02, -0.01, 0.00], [0.13, -0.22, -0.16], [-0.01, 0.00, 0.00], [0.00, 0.00, 0.00], [0.00, 0.00, 0.00], [0.01, 0.07, -0.05], [-0.02, 0.06, -0.01], [-0.01, -0.01, 0.01], [-0.02, -0.02, -0.02], [0.03, 0.01, 0.02], [-0.01, 0.00, -0.01], [0.03, -0.04, -0.04], [0.00, 0.01, -0.01], [0.00, 0.00, 0.00], [0.00, 0.00, 0.00], [0.01, 0.00, 0.01], [-0.02, 0.03, 0.01], [-0.05, -0.04, 0.03], [0.02, 0.03, 0.00], [0.00, 0.01, -0.01], [0.02, 0.03, -0.01], [-0.04, -0.05, 0.07], [0.02, 0.04, 0.00], [0.13, -0.07, -0.05], [-0.10, 0.09, -0.03], [-0.01, -0.02, 0.00], [0.01, 0.01, 0.01], [0.00, -0.01, -0.01], [0.01, -0.01, 0.00], [-0.01, -0.01, 0.00], [0.00, 0.00, 0.00], [0.00, 0.00, 0.00], [-0.01, 0.00, 0.00], [0.00, -0.01, 0.01], [0.00, -0.05, 0.04], [-0.02, -0.01, -0.02], [-0.01, -0.01, 0.00]], "lumo_ev": 2.3, "relative_energy_kj_mol": 28.7, "e_tot_ev": -146777.7636, "largest_force_ev_per_a": 0.82, "spin_multiplicity": 1, "charge": -1}